This record from the Open Molecules 2025 dataset describes the ion C5H11BNO3 with charge +1 in a non-equilibrium geometry. The level of theory is ωB97M-V with the def2-TZVPD basis set.

Output
**Spin multiplicity**: 1
**Molar mass**: 143.96 g mol⁻¹
**Total charge**: +1
**Orbital gap (alpha / beta)**: 0.2679 / 0.2680 hartree
**Energy relative to the best compared isomer or geometry (same formula, charge and spin)**: 311.29 kJ/mol
**Max |F|**: 7.19 eV Å⁻¹
**E_HOMO (alpha / beta)**: -12.9070 / -12.9073 eV

Last column: Mulliken charge in e.
Atoms and positions in Å:
B (2.242, 0.380, -0.195)  0.670
C (-1.066, -0.322, -0.625)  -0.978
C (-1.040, 0.956, -0.121)  0.896
C (1.148, -0.507, 0.642)  -0.202
C (-2.268, 1.876, -0.356)  -1.123
C (-0.523, -2.300, 0.823)  -0.889
N (0.057, -1.185, 0.046)  0.201
O (0.049, 1.382, 0.495)  -0.581
O (1.909, 0.509, -1.518)  -0.514
O (3.119, 0.904, 0.670)  -0.506
H (-1.740, -0.912, -1.016)  0.592
H (1.267, -0.448, 1.774)  0.328
H (-2.147, 2.594, -1.218)  0.284
H (-2.283, 2.355, 0.614)  0.368
H (-3.079, 1.224, -0.598)  0.336
H (-1.028, -1.900, 1.652)  0.417
H (-1.247, -2.890, 0.302)  0.349
H (0.264, -2.950, 1.084)  0.397
H (0.443, -1.487, -0.848)  0.375
H (2.203, 1.113, -2.071)  0.263
H (3.720, 1.609, 0.466)  0.317